Below is a molecular structure, C4H6O in a non-equilibrium geometry, with properties calculated with ωB97M-V/def2-TZVPD.

Last column: Löwdin charge in e.
Element x y z (Å)
H: -2.1236 -0.5722 0.4807  0.108
C: 1.2895 -0.1342 -0.0371  -0.183
O: 0.6890 0.4987 -1.1586  -0.105
H: 1.7472 -1.0764 -0.3214  0.112
H: -0.1103 -0.1128 1.8142  0.130
C: -0.4881 0.7900 -0.3438  -0.229
C: -0.0086 -0.1347 0.7341  -0.171
C: -1.2184 -0.4917 -0.1264  -0.040
H: -0.4861 1.8271 -0.5927  0.143
H: 2.0217 0.5273 0.4520  0.124
H: -1.1756 -1.1784 -0.9703  0.111

Results
Gap between HOMO and LUMO = 0.392 hartree
Energy above the lowest of the compared OMol25 structures with the same formula, charge and spin = 224.9 kJ/mol